220
Properties=species:S:1:pos:R:3:lowdin_charge:R:1 method="wB97M-V/def2-TZVPD" e_homo_ev=-15.8 total_charge=+7 e_tot_ev=-88181.9620 fmax_ev_per_a=5.773 de_lowest_kcal_mol=0.00 lumo_energy_ha=-0.3437
N 14.612 -1.376 -6.162 -0.70
O 15.439 -1.995 -6.779 -0.07
O 14.049 -0.410 -6.714 -0.11
O 14.418 -1.693 -4.964 -0.12
C 27.924 -5.288 -8.663 -0.09
C 26.507 -5.308 -9.057 -0.26
C 25.453 -4.929 -7.981 -0.07
N 24.069 -4.637 -8.704 -0.18
C 23.590 -5.731 -9.735 0.05
C 24.153 -3.209 -9.344 -0.14
C 23.067 -2.410 -8.989 -0.19
C 22.074 -3.268 -8.237 -0.14
C 22.911 -4.416 -7.703 -0.10
H 28.229 -5.779 -7.739 0.09
H 28.351 -4.287 -8.609 0.09
H 28.540 -5.776 -9.418 0.10
H 26.200 -6.261 -9.487 0.11
H 26.322 -4.588 -9.854 0.11
H 25.792 -4.012 -7.498 0.13
H 25.345 -5.687 -7.205 0.13
H 24.364 -6.087 -10.415 0.10
H 22.647 -5.508 -10.235 0.11
H 23.368 -6.539 -9.038 0.10
H 24.053 -3.465 -10.399 0.14
H 25.134 -2.759 -9.195 0.14
H 22.551 -1.949 -9.832 0.14
H 23.399 -1.640 -8.293 0.14
H 21.359 -3.697 -8.939 0.11
H 21.451 -2.741 -7.514 0.13
H 22.386 -5.367 -7.614 0.13
H 23.365 -4.146 -6.750 0.13
C 10.842 -8.651 -5.895 -0.10
C 12.319 -8.475 -5.574 -0.23
C 13.092 -9.785 -5.258 -0.07
N 14.587 -9.547 -4.924 -0.25
C 14.786 -8.980 -3.524 0.02
C 15.307 -10.904 -4.938 -0.08
C 15.687 -11.130 -6.409 -0.16
C 15.833 -9.792 -7.029 -0.15
C 15.322 -8.742 -6.017 -0.06
H 10.765 -9.321 -6.751 0.08
H 10.351 -7.732 -6.213 0.08
H 10.322 -9.118 -5.058 0.08
H 12.402 -7.710 -4.802 0.11
H 12.684 -8.016 -6.493 0.10
H 13.083 -10.378 -6.172 0.13
H 12.726 -10.430 -4.459 0.14
H 14.318 -7.999 -3.443 0.10
H 15.847 -8.902 -3.287 0.10
H 14.355 -9.647 -2.777 0.12
H 16.209 -10.862 -4.327 0.14
H 14.630 -11.642 -4.510 0.14
H 16.548 -11.783 -6.551 0.13
H 14.837 -11.654 -6.847 0.12
H 16.889 -9.739 -7.297 0.12
H 15.278 -9.766 -7.967 0.12
H 16.140 -8.321 -5.433 0.12
H 14.844 -7.846 -6.413 0.13
C 17.587 8.555 -11.925 -0.05
C 16.560 7.318 -11.994 -0.22
C 15.111 7.730 -11.822 -0.10
N 14.068 6.602 -12.114 -0.25
C 13.823 6.350 -13.571 0.02
C 12.652 6.878 -11.494 -0.08
C 11.962 5.514 -11.360 -0.14
C 13.108 4.542 -11.345 -0.17
C 14.455 5.285 -11.383 -0.07
H 18.580 8.375 -12.337 0.08
H 17.580 8.911 -10.895 0.08
H 17.268 9.360 -12.586 0.08
H 16.859 6.545 -11.286 0.10
H 16.681 6.877 -12.983 0.10
H 14.735 8.529 -12.460 0.15
H 15.053 7.874 -10.743 0.13
H 14.744 6.136 -14.113 0.11
H 13.355 7.257 -13.956 0.12
H 13.262 5.431 -13.739 0.10
H 12.071 7.607 -12.059 0.14
H 12.862 7.456 -10.594 0.13
H 11.286 5.407 -12.208 0.12
H 11.256 5.554 -10.530 0.13
H 13.108 3.850 -12.187 0.11
H 13.035 3.811 -10.540 0.12
H 15.389 4.894 -11.786 0.13
H 14.646 5.605 -10.358 0.13
C 16.710 3.943 -2.060 -0.06
C 15.254 3.450 -2.559 -0.18
C 14.311 4.553 -2.011 -0.11
N 12.815 4.526 -2.450 -0.22
C 12.214 3.145 -1.979 0.04
C 12.487 4.674 -3.958 -0.08
C 11.661 5.953 -4.208 -0.12
C 11.983 6.760 -2.938 -0.16
C 12.039 5.705 -1.863 -0.12
H 17.472 3.189 -2.257 0.07
H 16.717 3.952 -0.970 0.08
H 16.890 4.886 -2.576 0.08
H 14.986 2.454 -2.207 0.10
H 15.290 3.393 -3.647 0.10
H 14.600 5.516 -2.431 0.13
H 14.173 4.625 -0.932 0.14
H 12.161 3.067 -0.893 0.11
H 12.677 2.280 -2.453 0.10
H 11.226 3.173 -2.438 0.09
H 11.918 3.816 -4.317 0.12
H 13.468 4.757 -4.427 0.13
H 10.588 5.861 -4.378 0.12
H 12.165 6.456 -5.034 0.12
H 11.178 7.446 -2.676 0.13
H 12.811 7.468 -2.903 0.13
H 11.054 5.478 -1.455 0.14
H 12.579 6.141 -1.023 0.13
C 16.469 -4.277 1.747 -0.09
C 17.343 -3.414 0.856 -0.25
C 18.789 -3.932 0.825 -0.11
N 19.897 -2.883 0.419 -0.24
C 19.578 -2.601 -1.031 0.01
C 19.928 -1.607 1.316 -0.05
C 21.295 -1.066 0.915 -0.18
C 22.196 -2.239 0.810 -0.16
C 21.316 -3.483 0.573 -0.06
H 15.462 -3.875 1.854 0.08
H 16.961 -4.253 2.720 0.09
H 16.286 -5.282 1.367 0.08
H 17.207 -2.424 1.290 0.11
H 16.959 -3.313 -0.160 0.11
H 18.882 -4.856 0.254 0.14
H 19.043 -4.204 1.850 0.12
H 19.237 -3.489 -1.563 0.11
H 20.472 -2.151 -1.460 0.10
H 18.817 -1.820 -1.037 0.11
H 19.075 -0.942 1.179 0.13
H 20.041 -1.931 2.351 0.15
H 21.343 -0.492 -0.011 0.12
H 21.694 -0.474 1.738 0.14
H 22.909 -2.068 0.003 0.13
H 22.726 -2.438 1.741 0.13
H 21.556 -4.116 -0.281 0.14
H 21.278 -4.004 1.530 0.13
C 10.213 -4.177 -11.234 -0.11
C 9.068 -5.006 -11.779 -0.22
C 8.739 -4.513 -13.230 -0.07
N 7.641 -5.404 -13.862 -0.24
C 6.338 -5.195 -13.102 0.01
C 7.892 -6.944 -13.870 -0.10
C 8.605 -7.193 -15.128 -0.18
C 8.516 -5.993 -16.006 -0.14
C 7.477 -5.065 -15.349 -0.06
H 10.203 -3.120 -11.502 0.08
H 11.117 -4.496 -11.752 0.08
H 10.390 -4.380 -10.178 0.08
H 8.223 -4.858 -11.107 0.11
H 9.355 -6.056 -11.720 0.11
H 9.593 -4.647 -13.893 0.13
H 8.291 -3.532 -13.391 0.13
H 5.482 -5.529 -13.688 0.11
H 6.147 -4.123 -13.057 0.11
H 6.270 -5.774 -12.180 0.11
H 6.945 -7.481 -13.844 0.14
H 8.441 -7.344 -13.018 0.13
H 8.220 -8.121 -15.549 0.14
H 9.635 -7.319 -14.795 0.12
H 8.200 -6.164 -17.036 0.13
H 9.549 -5.644 -16.011 0.11
H 6.454 -5.372 -15.566 0.14
H 7.661 -4.026 -15.622 0.14
C 2.186 0.366 -3.117 -0.07
C 3.206 -0.764 -3.301 -0.23
C 4.422 -0.595 -2.419 -0.09
N 5.506 -1.748 -2.580 -0.23
C 4.939 -3.169 -2.371 0.05
C 6.687 -1.633 -1.569 -0.10
C 7.908 -2.304 -2.179 -0.15
C 7.619 -2.168 -3.655 -0.16
C 6.211 -1.640 -3.922 -0.11
H 2.724 1.293 -3.315 0.07
H 1.921 0.548 -2.075 0.09
H 1.415 0.397 -3.886 0.09
H 3.551 -0.906 -4.325 0.12
H 2.704 -1.645 -2.901 0.11
H 4.246 -0.750 -1.355 0.14
H 5.003 0.308 -2.607 0.13
H 4.340 -3.184 -1.460 0.12
H 5.696 -3.925 -2.580 0.11
H 4.297 -3.320 -3.239 0.10
H 6.347 -2.116 -0.653 0.13
H 6.925 -0.592 -1.352 0.13
H 7.800 -3.323 -1.807 0.11
H 8.872 -1.959 -1.803 0.13
H 7.719 -3.088 -4.231 0.12
H 8.371 -1.527 -4.116 0.12
H 5.699 -2.246 -4.669 0.13
H 6.259 -0.615 -4.290 0.13
C 16.512 -0.523 -14.272 -0.09
C 16.619 -0.846 -15.745 -0.24
C 15.991 0.202 -16.650 -0.10
N 16.198 -0.005 -18.222 -0.24
C 15.509 1.205 -18.852 0.03
C 17.767 0.032 -18.472 -0.07
C 18.133 -1.387 -18.891 -0.13
C 16.899 -2.274 -18.676 -0.15
C 15.741 -1.334 -18.766 -0.10
H 15.526 -0.099 -14.082 0.08
H 17.283 0.038 -13.744 0.09
H 16.499 -1.495 -13.781 0.08
H 16.081 -1.758 -16.002 0.11
H 17.674 -0.987 -15.978 0.12
H 16.561 1.121 -16.509 0.13
H 14.921 0.404 -16.602 0.13
H 14.473 1.139 -18.519 0.11
H 15.572 1.004 -19.921 0.11
H 16.017 2.136 -18.600 0.11
H 17.912 0.747 -19.281 0.13
H 18.335 0.501 -17.669 0.13
H 18.510 -1.406 -19.913 0.13
H 18.962 -1.694 -18.253 0.12
H 16.883 -3.101 -19.386 0.13
H 16.882 -2.822 -17.735 0.10
H 15.591 -1.132 -19.827 0.14
H 14.861 -1.639 -18.201 0.14